(1)
58
Properties=species:S:1:pos:R:3:forces:R:3 method="wB97M-V/def2-TZVPD" homo_ev=-4.01 relative_energy_kcal_mol=3.6 total_charge=-1 gap_ev=6.2 lumo_ha=0.0821
Cs 0.030 -1.670 0.091 0.1048 0.6207 0.2295
C -4.063 3.963 -3.102 -0.0683 0.0516 -0.0739
C -3.059 3.347 -2.167 -0.0291 -0.0672 0.0364
C -1.787 3.888 -1.987 0.0569 0.0540 -0.0009
C -0.856 3.324 -1.138 -0.0246 0.0214 -0.0260
C -1.120 2.147 -0.398 -0.0790 -0.0415 -0.0515
N -0.193 1.479 0.337 0.0120 0.0906 0.0211
C 0.682 2.190 1.097 0.0780 -0.0644 0.0287
C 0.363 3.391 1.773 0.0247 0.0526 0.0587
C 1.226 3.986 2.672 -0.0632 0.0536 0.0021
C 2.480 3.456 2.966 0.0508 -0.0735 -0.0582
C 3.410 4.108 3.952 0.0491 0.0252 0.1101
C 2.841 2.305 2.279 -0.0566 0.0142 -0.0099
C 1.985 1.706 1.371 0.0070 0.0037 -0.0964
N 2.481 0.557 0.671 0.0386 -0.0692 0.1850
C 2.753 0.470 -0.647 -0.0595 0.0250 0.0281
C 3.332 -0.761 -0.865 -0.0702 0.0124 0.0135
C 3.371 -1.352 0.411 0.0597 -0.0106 -0.0002
N 2.863 -0.551 1.338 -0.0138 0.0534 -0.0707
C -2.434 1.648 -0.561 -0.0295 -0.0111 0.0757
C -3.360 2.216 -1.421 0.0527 0.0246 -0.0079
N -2.884 0.542 0.236 0.1160 -0.0750 -0.0991
C -3.482 0.626 1.439 0.0421 0.0348 -0.0300
C -3.824 -0.653 1.819 0.0481 0.0517 0.0128
C -3.376 -1.454 0.755 -0.0290 -0.0283 -0.0137
N -2.805 -0.727 -0.198 -0.3683 0.1304 -0.0185
H -3.610 4.765 -3.688 0.0230 -0.0032 0.0203
H -4.914 4.394 -2.567 0.0134 -0.0121 0.0218
H -4.464 3.233 -3.809 0.0139 -0.0234 0.0216
H -1.511 4.779 -2.544 -0.0035 -0.0031 -0.0045
H 0.125 3.775 -1.049 0.0129 -0.0167 0.0179
H -0.614 3.831 1.613 -0.0157 -0.0329 -0.0306
H 0.905 4.891 3.181 0.0026 -0.0021 0.0005
H 2.884 4.849 4.556 -0.0191 -0.0011 -0.0254
H 4.244 4.621 3.464 -0.0134 -0.0120 -0.0380
H 3.842 3.377 4.640 -0.0001 -0.0102 -0.0219
H 3.807 1.837 2.433 0.0177 0.0430 0.0416
H 2.505 1.286 -1.305 -0.0038 -0.0234 -0.0319
H 3.660 -1.177 -1.801 -0.0089 -0.0074 0.0039
H 3.712 -2.337 0.688 0.0368 0.0079 -0.0142
H -4.337 1.748 -1.487 -0.0140 0.0293 -0.0284
H -3.604 1.586 1.912 -0.0242 -0.0248 0.0427
H -4.311 -0.958 2.728 -0.0044 -0.0102 -0.0059
H -3.436 -2.525 0.640 -0.0028 -0.0029 0.0090
F 1.131 -6.297 -3.314 -0.0150 -0.0238 -0.0100
C 1.139 -5.148 -2.602 0.0301 -0.2189 -0.0127
F 0.383 -4.275 -3.269 -0.0678 0.0674 -0.0323
F 2.399 -4.680 -2.638 0.0892 0.0383 -0.0146
C 0.657 -5.302 -1.123 -0.0635 0.6738 0.2365
O 0.403 -4.103 -0.607 0.1261 -1.0262 -0.3046
C 1.781 -6.016 -0.306 -0.0198 -0.1908 -0.1269
F 1.299 -6.487 0.857 -0.0124 -0.0174 0.0720
F 2.771 -5.175 -0.004 0.0527 0.0804 0.0236
F 2.343 -7.066 -0.947 0.0142 -0.0244 0.0026
C -0.624 -6.194 -1.098 0.0851 -0.1499 -0.0601
F -1.258 -6.097 0.071 -0.0395 0.0252 0.1009
F -0.381 -7.507 -1.304 0.0064 -0.0469 -0.0137
F -1.494 -5.809 -2.045 -0.0458 0.0394 -0.0840

---

(2)
78
Properties=species:S:1:pos:R:3:forces:R:3 method="wB97M-V/def2-TZVPD" homo_ev=-1.10 relative_energy_kcal_mol=0.0 total_charge=-2 gap_ev=5.1 lumo_ha=0.1460
Cs -1.106 -0.835 -0.431 0.0514 -0.0231 -0.0153
N 2.797 4.701 -4.155 -0.0005 -0.0049 0.0016
C 2.077 3.487 -4.156 0.0093 0.0041 -0.0035
C 2.172 2.611 -5.236 0.0048 0.0036 -0.0108
C 1.464 1.420 -5.238 -0.0066 -0.0014 0.0186
C 0.637 1.108 -4.171 0.0017 0.0072 -0.0124
C 0.515 1.986 -3.104 0.0068 0.0184 0.0110
C 1.237 3.167 -3.094 -0.0087 -0.0121 0.0051
S -0.223 -0.444 -4.111 -0.0084 -0.0015 -0.0632
O -1.514 -0.158 -3.509 -0.0187 0.0070 -0.0044
O -0.236 -0.974 -5.457 0.0236 0.0018 0.0350
N 0.527 -1.358 -3.047 -0.0591 -0.0095 0.0831
C 1.803 -1.747 -3.177 0.0135 0.0557 -0.0740
N 2.255 -2.569 -2.188 0.0132 -0.0314 0.0103
C 3.508 -2.964 -2.263 -0.0202 0.0173 0.0113
C 4.378 -2.586 -3.279 0.0082 -0.0021 -0.0179
C 3.831 -1.743 -4.233 0.0191 0.0088 0.0140
N 2.580 -1.323 -4.208 -0.0137 -0.0312 0.0206
H 3.678 4.629 -4.641 0.0018 -0.0008 -0.0001
H 2.948 5.050 -3.219 0.0010 0.0021 -0.0006
H 2.821 2.860 -6.071 0.0003 0.0021 0.0005
H 1.555 0.713 -6.051 0.0022 -0.0014 -0.0020
H -0.111 1.769 -2.245 0.0029 -0.0088 -0.0009
H 1.160 3.819 -2.230 -0.0005 0.0014 -0.0010
H 3.848 -3.616 -1.460 -0.0022 -0.0039 0.0008
H 5.405 -2.917 -3.315 0.0014 0.0037 -0.0013
H 4.435 -1.380 -5.062 -0.0004 -0.0051 -0.0018
C 2.927 2.760 3.856 -0.0047 0.0013 0.0033
C 2.553 2.192 2.507 0.0057 0.0078 -0.0077
C 3.449 1.380 1.826 0.0061 -0.0012 0.0112
C 3.073 0.851 0.581 -0.0039 0.0137 -0.0076
C 4.024 -0.041 -0.177 -0.0002 -0.0057 0.0010
C 1.836 1.139 0.058 -0.0124 0.0034 0.0032
C 0.866 1.976 0.715 0.0154 -0.0101 0.0061
C 1.303 2.489 1.977 -0.0056 -0.0053 -0.0088
N -0.295 2.153 0.077 -0.0145 -0.0042 -0.0295
C -1.339 3.028 0.583 -0.0040 -0.0224 0.0532
C -0.890 4.494 0.734 0.0168 0.0044 -0.0131
C -2.435 3.020 -0.491 0.0320 0.0111 -0.0439
C -1.979 2.520 1.890 -0.0254 0.0073 0.0018
H 3.959 2.514 4.114 0.0010 0.0011 -0.0009
H 2.280 2.363 4.642 -0.0002 -0.0003 0.0012
H 2.823 3.849 3.870 -0.0010 -0.0005 0.0001
H 4.425 1.158 2.248 0.0003 0.0015 0.0004
H 5.047 0.342 -0.125 0.0000 -0.0007 0.0004
H 3.738 -0.123 -1.227 -0.0028 -0.0029 -0.0004
H 4.028 -1.052 0.239 0.0036 0.0011 -0.0022
H 1.579 0.749 -0.923 0.0060 -0.0069 -0.0010
H 0.655 3.124 2.564 -0.0058 -0.0024 0.0110
H -0.486 4.839 -0.221 -0.0003 0.0065 0.0039
H -0.115 4.623 1.487 -0.0011 0.0022 -0.0023
H -1.737 5.135 1.001 -0.0052 -0.0053 0.0009
H -2.032 3.408 -1.429 -0.0103 0.0002 -0.0036
H -3.296 3.627 -0.195 -0.0002 0.0013 0.0084
H -2.776 2.001 -0.682 -0.0229 -0.0099 0.0314
H -1.262 2.444 2.707 0.0199 0.0088 -0.0117
H -2.401 1.524 1.734 -0.0028 0.0008 -0.0035
H -2.793 3.180 2.209 0.0012 -0.0032 0.0038
C -5.529 -2.943 1.438 -0.0033 0.0001 0.0049
Si -3.731 -2.624 2.094 -0.0149 0.0061 0.0002
C -4.200 -1.660 3.714 0.0095 0.0027 -0.0035
C -3.386 -4.342 2.924 -0.0028 -0.0016 0.0005
C -4.069 -5.521 2.601 0.0043 0.0046 -0.0006
C -3.761 -6.745 3.187 -0.0006 -0.0056 0.0022
C -2.753 -6.834 4.136 0.0021 -0.0019 -0.0028
C -2.056 -5.681 4.482 -0.0023 -0.0013 0.0011
C -2.367 -4.471 3.880 -0.0005 0.0071 -0.0020
H -6.180 -3.400 2.195 0.0001 -0.0001 -0.0002
H -5.542 -3.578 0.547 0.0030 -0.0004 -0.0014
H -5.973 -1.985 1.148 0.0006 0.0013 -0.0015
H -4.992 -2.167 4.280 -0.0017 0.0003 -0.0013
H -4.548 -0.652 3.465 -0.0004 0.0009 -0.0003
H -3.335 -1.542 4.374 0.0014 0.0004 -0.0024
H -4.870 -5.485 1.869 -0.0009 -0.0012 -0.0006
H -4.316 -7.634 2.902 0.0001 0.0000 -0.0011
H -2.508 -7.785 4.595 -0.0011 0.0001 0.0003
H -1.260 -5.730 5.218 -0.0004 0.0018 0.0005
H -1.793 -3.589 4.154 0.0015 -0.0003 0.0002

---

(3)
124
Properties=species:S:1:pos:R:3:forces:R:3 method="wB97M-V/def2-TZVPD" s_squared=0.77 homo_ev="-1.42 / -5.18" spin_multiplicity=2 total_charge=-1 gap_ev="2.1 / 5.8" lumo_ha="0.0234 / 0.0234"
Ag -9.831 16.755 18.978 -0.0693 -0.2049 0.0153
As -7.385 15.645 21.142 1.6910 0.1388 0.8137
F -6.433 14.154 21.226 -0.7642 1.3184 -0.1049
F -6.604 15.983 19.542 -0.7908 -0.0835 1.4103
F -8.316 17.182 20.964 0.3847 -1.0206 0.1997
F -8.044 15.311 22.777 0.5682 0.7537 -2.2615
F -6.101 16.620 21.966 -1.0153 -0.9295 -0.9750
F -8.704 14.836 20.281 0.5710 0.3918 0.6827
C -8.357 10.446 21.976 -0.4845 1.0959 1.3592
C -8.570 9.715 23.150 0.1360 -1.1392 -3.0962
C -8.727 10.286 24.358 0.0856 -0.8996 2.0353
C -8.714 11.643 24.538 -0.7403 3.3400 0.4330
C -8.690 12.483 23.315 0.0607 -1.3485 3.0521
C -8.412 11.840 22.140 0.3199 0.1310 -1.2050
N -8.857 12.226 25.915 0.1497 -0.4218 -6.0369
O -8.804 11.475 26.864 0.1242 -1.8699 2.7450
O -9.161 13.449 25.974 -0.1258 1.3779 0.2580
H -8.355 10.028 20.980 0.3492 -0.2624 0.0753
H -8.657 8.660 22.937 -0.0170 -0.4513 0.8022
H -8.870 9.668 25.232 0.0201 -0.0516 0.1442
H -8.878 13.536 23.462 0.3712 -0.2060 -0.2922
H -8.156 12.410 21.259 -0.4500 0.4392 -0.1305
C -1.826 17.630 20.938 -0.3630 2.6446 -0.1316
C -2.915 17.165 20.221 0.4052 -1.3312 1.2282
C -3.030 17.388 18.867 -0.8323 -0.8258 -0.1731
C -2.150 18.230 18.280 0.6366 0.3689 -0.8707
C -1.164 18.844 19.004 1.3074 2.2362 0.8938
C -1.042 18.654 20.361 -0.3999 -2.8330 0.5065
N -2.230 18.439 16.819 0.7815 1.5759 -0.1199
O -1.821 19.501 16.355 0.0246 -0.1929 0.7217
O -2.677 17.572 16.129 -0.7005 -1.3108 -0.3035
H -1.714 17.549 22.009 -0.2263 -0.7617 0.0675
H -3.576 16.513 20.773 -0.4266 -0.1106 -0.3784
H -3.746 16.875 18.242 -0.3146 -0.0029 0.1819
H -0.490 19.628 18.691 -0.1693 -0.1503 -1.1774
H -0.261 19.032 21.004 0.1431 0.6024 -0.4664
C -7.991 16.459 25.780 0.2123 -0.2239 -1.5249
C -7.103 17.395 25.194 -2.2182 2.1210 2.1600
C -7.283 18.760 25.679 1.3461 -1.0604 -0.3562
C -8.118 19.109 26.720 -0.8556 -2.4679 0.1788
C -9.022 18.096 27.191 0.3534 0.0238 0.3937
C -8.962 16.771 26.728 1.1649 2.2844 0.2491
N -8.057 20.477 27.318 -1.9450 -1.6861 -2.7683
O -7.669 21.346 26.507 -0.2524 -0.2412 2.5975
O -8.640 20.557 28.387 1.2467 1.5024 -0.4462
H -8.124 15.461 25.388 0.7840 -0.4394 0.0029
H -6.364 17.195 24.432 -0.2409 -0.2516 -0.0547
H -6.693 19.597 25.336 0.4125 -0.2213 -0.4090
H -9.782 18.266 27.940 0.1737 0.5720 0.1978
H -9.566 15.999 27.182 -0.1868 -0.0555 -0.3075
C -8.274 22.063 23.084 0.2260 -1.5774 -0.9753
C -9.564 22.490 22.808 -0.0795 0.2577 0.1257
C -10.415 21.826 21.915 0.4355 -1.1806 -0.4935
C -9.903 20.726 21.205 0.6130 0.5520 1.0182
C -8.566 20.340 21.423 -0.7985 -1.4747 0.0559
C -7.770 20.937 22.373 -0.5824 1.8834 0.3455
N -10.834 19.916 20.359 1.9376 -1.5322 -0.9976
O -11.989 20.170 20.326 -1.9051 1.2328 0.6583
O -10.391 18.980 19.669 0.8008 1.3007 0.8410
H -7.706 22.489 23.897 0.0515 0.2515 -0.1167
H -9.872 23.372 23.350 -0.5392 -0.0625 0.0093
H -11.479 21.979 21.805 0.0262 0.6419 0.0764
H -8.209 19.370 21.113 -0.0938 0.0398 -0.8424
H -6.759 20.582 22.501 -0.0618 -0.1405 0.2756
C -1.346 14.849 14.222 -1.3939 0.5232 -0.4969
C -1.233 14.329 15.590 2.8294 -0.4091 3.0214
O -2.372 14.176 16.446 -1.2814 0.0734 -0.7693
C -2.279 13.703 17.700 0.9473 -0.8935 0.3798
O -1.257 13.274 18.226 -1.6520 0.8578 -0.6822
O -3.531 13.716 18.223 1.4595 -0.0255 0.2036
C -3.746 13.187 19.558 -1.2806 0.4368 0.4443
H -1.373 15.939 14.230 -0.2993 -0.0488 -0.2541
H -2.261 14.436 13.799 0.0827 0.1775 -0.5796
H -0.465 14.526 13.667 -0.1759 -0.0466 -0.0565
H -0.580 14.993 16.156 0.2038 0.2614 0.0394
H -0.610 13.435 15.562 -0.6123 -0.6382 0.2394
H -3.075 12.423 19.951 0.0559 -0.0783 -0.8361
H -4.802 12.916 19.538 0.2177 -0.8482 -0.2293
H -3.846 13.936 20.344 0.8078 0.7614 -0.3703
C -6.143 20.239 16.971 0.8284 0.6735 0.3886
C -7.006 19.059 17.213 -0.3925 -0.5276 -0.0909
O -7.053 18.342 15.966 -0.7049 -0.6360 0.0514
C -7.902 17.327 15.887 -1.7723 -0.3188 2.9919
O -8.614 16.874 16.853 2.5602 1.3936 -3.7965
O -7.911 16.947 14.618 -0.1213 -0.6600 0.1346
C -8.494 15.667 14.335 -0.9572 0.1085 0.7548
H -5.089 19.996 16.838 0.0283 -0.2303 0.2058
H -6.251 20.855 17.864 0.2479 0.3216 -0.0929
H -6.392 20.821 16.084 -0.4888 -0.0790 0.1093
H -8.008 19.372 17.507 -0.1832 -0.1026 -0.1732
H -6.656 18.371 17.982 0.2082 0.1198 0.0852
H -7.784 14.876 14.575 0.0732 0.0528 -0.5268
H -8.907 15.695 13.327 0.6678 -0.1129 -0.0574
H -9.351 15.519 14.993 0.0044 -0.0085 0.1648
C -10.968 15.716 23.682 0.9882 0.6632 0.5565
C -11.606 17.065 23.168 1.0483 -2.7244 1.0274
O -12.783 16.560 22.551 -0.8348 1.2132 -2.1173
C -12.810 16.312 21.226 0.6310 -0.2346 0.0600
O -12.012 16.586 20.340 -0.6939 0.0540 1.1825
O -13.901 15.584 21.070 -2.0487 0.0334 0.5005
C -14.485 15.137 19.856 0.9305 -0.0885 -0.7698
H -11.657 14.878 23.795 -0.5993 0.4861 -0.1639
H -10.605 15.888 24.696 0.3313 -0.1150 -0.0661
H -10.145 15.286 23.111 -0.0885 0.5674 -0.1634
H -10.976 17.682 22.528 -0.0894 -0.2348 -0.1950
H -11.875 17.605 24.076 -0.4680 0.2647 -0.4350
H -13.636 14.949 19.199 -0.3114 -0.7362 -0.3062
H -15.171 15.766 19.287 0.2827 1.2367 0.5779
H -15.161 14.312 20.081 0.8315 -0.4662 0.2469
C -10.137 12.116 18.942 -0.2168 -0.1091 -0.1268
C -10.391 11.961 17.454 -0.8904 1.4349 0.7278
O -11.481 12.854 16.951 0.4437 0.4923 0.3751
C -11.516 14.201 16.992 3.8397 -0.2733 1.7508
O -10.732 14.968 17.638 -3.0971 -2.4940 -2.3291
O -12.430 14.513 16.110 -0.6387 -1.0234 -0.4600
C -12.594 15.836 15.774 0.0286 2.3095 0.6129
H -9.798 13.100 19.266 0.1145 -0.0780 -0.3970
H -9.365 11.387 19.185 -0.0604 -0.0238 0.3092
H -11.045 11.903 19.506 0.0676 -0.2266 0.0546
H -10.861 11.004 17.230 0.4959 -0.0184 -0.0763
H -9.474 12.152 16.896 -0.2246 -0.0262 -0.2859
H -11.626 16.287 15.552 -0.0028 0.1464 -0.0326
H -13.012 16.332 16.650 0.0000 0.4827 -0.0943
H -13.271 16.000 14.936 0.0594 -0.6643 0.0381

---

(4)
17
Properties=species:S:1:pos:R:3:forces:R:3 method="wB97M-V/def2-TZVPD" homo_ev=-9.17 relative_energy_kcal_mol=44.1 gap_ev=10.4 lumo_ha=0.0436
C -2.821 -2.560 -0.255 2.0516 -2.1430 0.8833
N -3.261 -1.674 -1.244 0.7350 0.5522 -0.1505
C -4.653 -1.787 -1.460 -1.7738 -3.0030 -2.1337
H -3.404 -2.525 0.611 -1.2930 0.0762 1.7374
H -3.009 -3.492 -0.714 0.0469 -1.7193 0.0026
H -1.765 -2.623 0.162 -0.8767 0.8681 -1.3166
H -3.193 -0.795 -0.845 0.7586 2.5558 0.4342
H -4.907 -2.751 -2.062 0.5421 1.1314 1.2667
H -4.828 -1.081 -2.207 -0.9545 1.5875 -1.0596
H -5.428 -1.718 -0.674 0.7639 0.0940 0.3358
C 5.015 3.373 1.258 -2.5706 3.5722 -0.1747
N 5.569 2.099 1.134 2.3489 -0.9497 0.9415
H 4.395 3.490 2.147 0.3105 0.0784 0.3042
H 4.256 3.467 0.469 0.1583 0.3122 -0.1349
H 5.686 4.306 1.137 -0.6409 -1.4262 0.4578
H 6.310 2.387 0.502 0.6449 -1.5183 -0.2372
H 6.038 1.884 2.043 -0.2510 -0.0685 -1.1561

---

(5)
14
Properties=species:S:1:pos:R:3:forces:R:3 method="wB97M-V/def2-TZVPD" homo_ev=-9.15 relative_energy_kcal_mol=117.2 gap_ev=9.9 lumo_ha=0.0275
C 2.322 -0.398 -0.566 0.0188 -0.0863 -0.0543
N 1.378 0.692 -0.371 -0.5610 0.0059 0.3359
C 0.208 0.459 0.033 0.0921 0.0953 0.3607
C -0.802 1.473 0.455 -1.0250 -0.7824 -0.0613
O -2.190 0.532 0.452 -0.0931 -0.2950 -0.8266
C -1.717 -0.780 0.230 -0.2286 -0.2683 -0.2225
O -0.308 -0.799 0.277 0.1121 -0.1081 -0.0863
H 2.818 -0.271 -1.534 -0.0927 0.0090 0.1429
H 3.102 -0.329 0.204 -0.1725 0.0111 -0.1427
H 1.880 -1.400 -0.519 0.0103 0.1766 -0.0131
H -0.956 2.272 -0.291 -0.0781 -0.3240 0.7718
H -1.569 1.078 1.393 1.8526 1.6531 -0.0406
H -2.078 -1.061 -0.762 0.1465 -0.2364 -0.0420
H -2.088 -1.468 0.997 0.0186 0.1496 -0.1219